No. 1
89
Properties=species:S:1:pos:R:3:forces:R:3:lowdin_charge:R:1 method="wB97M-V/def2-TZVPD" relative_energy_kcal_mol=137.29 homo_energy_ev=-8.504 e_tot_ev=-58706.18305 total_charge=0 e_lumo_ev=-1.041 homo_lumo_gap_ha=0.2742
O 0.879 -1.424 4.781 -1.159 6.600 -3.186 -0.1505
O -1.382 3.583 0.493 1.376 -1.709 -2.043 -0.0902
O 1.098 -0.792 -0.875 1.773 1.043 -1.709 -0.1839
O 1.147 2.613 1.546 -1.199 0.274 1.171 -0.1237
O -5.212 -3.647 -2.026 3.826 4.309 0.962 -0.1233
O 0.212 -0.149 -4.468 5.960 1.860 4.208 -0.1241
O -2.474 0.031 -2.727 2.331 5.844 2.723 -0.1232
O -1.683 -2.993 0.322 0.605 -1.363 -1.038 -0.1174
O 1.145 -2.938 -3.908 -4.819 -1.902 2.244 -0.1234
O 3.186 -3.713 2.133 -2.122 5.116 -3.843 -0.1397
O 4.417 2.840 0.095 -3.777 -6.109 -2.702 -0.1108
N 3.893 1.427 -1.670 3.423 -1.742 -6.237 0.1061
N 0.146 0.852 4.667 -3.046 3.034 3.717 0.1580
N 2.967 -1.456 1.574 2.686 4.571 1.211 0.1281
N 2.747 1.073 0.190 -1.696 0.182 1.812 0.1301
N -3.645 -2.370 -3.045 0.979 1.650 -4.682 0.1056
N -4.029 -2.018 -0.852 0.661 1.714 3.171 0.1599
N 2.467 -0.753 -3.792 2.098 -1.508 0.014 0.1599
N -0.916 1.781 -2.750 1.224 0.708 -0.452 0.1545
N 1.762 -2.887 0.486 -4.657 -1.773 -3.631 0.1685
N -0.339 -3.237 -2.138 -2.895 -1.849 2.749 0.2030
N -2.602 2.017 -1.399 -1.214 1.073 2.439 0.1750
N -1.178 -3.203 -4.073 -3.354 0.264 -4.809 0.1515
N 1.659 1.092 -2.952 -0.619 2.940 2.025 0.1164
N 1.141 0.040 2.968 3.245 -0.987 -6.711 0.1746
C 3.737 1.713 -0.433 1.874 7.184 6.427 -0.5489
C 2.673 -2.682 1.337 3.282 -9.326 6.234 -0.6663
C -4.279 -2.647 -1.954 -7.256 -7.309 -0.566 -0.6587
C 1.424 0.070 -3.726 -4.283 -2.684 -4.981 -0.5552
C 0.695 -0.167 4.123 1.236 -8.437 5.288 -0.6471
C 1.483 3.189 2.817 2.576 0.951 -0.901 -0.2419
C -2.146 2.165 2.250 0.619 -0.585 0.934 -0.0537
C -1.997 3.539 1.737 -1.221 -0.038 -0.463 -0.2674
C -1.651 -2.701 1.671 0.605 1.902 0.747 -0.2613
C -1.976 1.254 -2.263 -4.639 -6.429 -2.082 -0.5721
C 0.021 -0.248 -0.198 0.289 1.732 1.832 -0.1257
C -0.084 -3.172 -3.387 4.848 1.966 -4.294 -0.6406
C -2.456 -1.365 1.809 2.707 -0.258 2.791 -0.0724
C 2.962 2.944 2.893 -0.455 0.561 1.746 -0.0717
H 1.122 -0.352 -1.771 0.003 -0.762 0.877 0.0932
H -0.185 0.688 5.629 -0.003 0.489 -0.973 0.1446
H 2.357 -1.697 -4.166 -0.738 0.215 0.000 0.0782
H 3.220 1.934 2.768 0.534 -1.188 -0.968 0.0673
H -2.598 -3.145 0.119 -0.698 -0.345 -0.567 0.0469
H -1.508 4.407 0.074 -0.249 1.694 -0.449 0.0956
H -4.593 -2.231 -0.006 0.746 0.319 -1.276 0.1491
H 0.845 1.686 -2.806 1.382 -0.239 0.120 0.0659
H 3.654 -1.362 2.305 0.319 0.011 -0.051 0.1411
H 0.648 3.252 1.056 -0.762 0.304 -0.700 0.0745
H -2.054 2.732 -0.833 -1.220 -1.436 -0.744 0.0881
H -0.602 -2.421 1.857 -0.299 -0.476 0.385 0.0932
H 1.037 2.807 3.699 -0.912 -0.796 0.228 0.0744
H -2.928 4.072 1.665 -0.699 0.143 0.252 0.1294
H -3.248 -1.347 -0.853 -0.843 -0.279 0.206 0.0943
H 2.362 1.737 0.917 0.614 -1.268 -0.865 0.0636
H -3.480 -1.504 1.979 -1.502 -0.021 0.561 0.0525
H 2.968 -0.688 0.897 0.100 -0.693 0.295 0.0746
H -2.307 -0.713 0.994 0.152 0.247 -1.491 0.0159
H -0.006 0.839 -0.305 -0.149 0.133 -0.105 0.0924
H 4.033 0.417 -1.948 0.152 1.718 0.645 0.1527
H -0.711 2.708 -2.437 0.289 0.397 -0.632 0.1322
H 1.359 4.260 2.853 -0.531 0.440 -0.398 0.1270
H -1.303 -3.312 -1.753 1.732 0.213 -0.432 0.1225
H -4.158 -2.743 -3.914 1.064 0.817 2.045 0.1836
H -0.746 -0.703 -0.672 -3.492 -0.953 -0.788 0.0446
H 3.278 -0.733 -3.124 -1.621 0.316 -1.116 0.1178
H 1.975 0.395 -0.213 2.592 1.648 -0.018 0.0927
H -1.037 -2.922 -5.074 -0.399 -0.573 1.463 0.1431
H 0.053 -0.437 0.888 0.123 -0.380 -0.588 0.0880
H -3.227 -1.404 -3.109 -0.389 -0.996 -0.165 0.0729
H -1.328 4.102 2.287 0.877 1.033 2.333 0.0943
H -2.639 1.370 1.774 -1.619 -0.194 -1.583 0.0492
H -3.496 1.693 -1.037 0.512 0.086 -0.077 0.1271
H 1.435 -1.966 0.033 0.174 -3.162 0.392 0.0666
H 2.582 1.279 -2.396 -1.872 -0.149 -1.343 0.0583
H 4.478 2.122 -2.190 -0.262 -1.215 0.750 0.1773
H -2.180 -3.072 -3.662 2.748 -0.344 -0.706 0.0914
H 0.379 -2.880 -1.663 2.923 1.211 3.297 0.0242
H 1.259 -3.866 0.460 1.594 2.976 -0.118 0.1985
H -0.170 1.651 4.101 0.154 -0.991 0.955 0.0820
H -1.923 -0.764 2.617 -1.241 -0.808 -0.257 0.0903
H -1.233 1.636 2.357 1.586 0.097 0.196 0.0357
H -1.925 -3.560 2.339 -0.048 0.927 -0.489 0.1414
H 3.307 3.095 3.860 0.004 -0.031 2.859 0.0672
H 1.762 -0.693 2.575 -0.759 0.170 0.465 0.0768
H 3.609 3.688 2.543 0.602 0.628 -2.328 0.0739
H 1.185 0.848 2.338 -0.747 -0.060 1.360 0.0735
H -2.563 2.171 3.227 -0.472 0.286 0.997 0.0927
H -0.568 1.267 -3.536 0.739 -0.625 -1.573 0.0698



No. 2
77
Properties=species:S:1:pos:R:3:forces:R:3:lowdin_charge:R:1 method="wB97M-V/def2-TZVPD" relative_energy_kcal_mol=26.61 homo_energy_ev=-4.292 e_tot_ev=-212341.74424 total_charge=-1 e_lumo_ev=2.123 homo_lumo_gap_ha=0.2357
Br -3.651 2.870 3.424 0.042 -0.137 -0.071 0.7345
Br 1.230 4.620 5.618 0.020 0.346 0.252 0.7158
K -0.630 0.094 -0.658 -0.370 0.122 -0.426 0.6849
O -3.017 2.462 -1.313 -0.503 -0.969 -0.592 0.1126
O 2.506 2.008 -3.565 1.401 0.677 -1.180 0.0017
O 1.295 0.468 -2.525 -0.529 -0.013 0.442 -0.1227
O -2.928 3.880 0.415 -0.462 -0.872 -0.543 0.0225
O -1.732 1.487 1.362 0.640 -0.375 0.701 -0.1611
N 1.131 1.579 1.371 -1.249 -0.624 0.046 0.1357
N 0.644 -1.744 0.752 0.333 -0.737 -0.249 0.0652
N -0.307 2.634 -1.663 -1.957 -0.338 -0.478 0.1388
N -2.336 -2.338 0.107 -1.258 0.498 1.533 0.1192
N -1.597 -1.076 -3.513 1.491 -1.514 0.028 0.1149
N -0.260 -3.066 -1.821 0.943 -0.240 1.796 -0.1447
C 1.641 1.643 -2.794 -0.858 0.213 0.424 -0.6884
C 0.929 2.814 -2.031 0.394 -2.008 0.553 -0.1918
C -2.362 3.179 -0.627 -0.382 1.239 1.134 -0.4872
C 1.139 -2.892 0.269 0.434 0.530 0.649 -0.2611
C -1.046 3.643 4.222 -0.588 0.150 -0.157 -0.1995
C -1.735 0.121 -4.028 -1.310 0.285 0.575 -0.1658
C -3.024 -1.857 1.211 2.298 -1.125 -2.749 -0.0875
C -2.356 -3.754 2.484 0.237 0.363 -1.380 -0.0627
C 0.720 -1.540 2.062 0.741 -1.161 0.211 -0.1068
C 0.331 3.655 4.270 -1.016 -0.425 0.066 -0.6739
C -1.198 -3.988 -1.149 1.479 -1.012 -0.548 -0.1216
C -1.710 -4.251 1.357 0.205 -2.307 0.827 -0.0454
C 1.056 2.838 3.377 1.407 0.862 1.301 -0.2238
C 1.307 -2.424 2.982 -0.711 0.476 -0.214 -0.0269
C -1.752 2.805 3.341 1.059 -0.049 -0.245 -0.5992
C 1.725 -3.799 1.161 -1.009 -1.652 -4.191 -0.0597
C 3.158 2.054 2.445 -0.207 0.340 0.642 -0.0233
C -0.920 3.498 -0.868 -0.392 -0.522 0.166 -0.2117
C -0.980 0.653 -5.045 0.043 0.986 -0.348 -0.0669
C 2.441 1.474 1.363 -1.236 -0.414 -0.239 -0.2922
C -2.997 -2.537 2.380 -1.108 -0.286 1.805 -0.0852
C -1.111 2.043 2.313 0.024 0.886 -0.478 -0.4176
C 2.493 2.732 3.449 -0.369 -0.843 -1.141 -0.0392
C 1.053 4.740 -0.563 -0.376 -1.291 -0.993 -0.0141
C 0.392 2.152 2.371 -0.054 -0.495 -1.149 -0.1381
C -1.735 -3.536 0.192 -0.579 1.971 -1.112 -0.3011
C 1.748 -3.621 2.484 0.717 0.519 0.863 -0.0973
C 2.953 0.546 0.243 0.657 2.022 -0.110 -0.0129
C -0.002 -0.132 -5.584 1.298 -0.398 -0.305 -0.0747
C -0.297 4.555 -0.256 1.005 0.383 -0.079 0.0016
C -0.562 -1.813 -3.983 0.083 0.062 0.479 -0.2425
C 1.641 3.818 -1.457 0.424 2.296 0.902 -0.0046
C 1.119 -3.164 -1.235 -0.809 0.097 -0.403 -0.0891
C -0.278 -3.145 -3.254 -0.518 -0.284 -1.441 -0.1584
C 0.237 -1.383 -5.040 -0.544 -1.071 0.714 -0.0350
H -1.690 4.333 4.781 0.661 -0.325 0.232 0.0875
H -1.088 -3.818 -3.532 -0.422 0.050 -0.024 0.1083
H 4.220 1.997 2.570 0.514 -0.319 -0.356 0.0926
H 1.354 -2.224 4.040 -0.116 0.296 0.045 0.1049
H -2.551 0.644 -3.553 -0.060 0.660 -0.191 0.1055
H -2.451 -4.276 3.396 0.232 -0.742 0.779 0.0909
H -1.127 1.691 -5.353 0.008 -0.415 0.051 0.1154
H 3.930 0.916 -0.109 -0.181 -0.203 -0.006 0.0826
H -3.798 3.420 0.592 1.259 0.684 -0.221 0.1056
H 0.710 0.216 -6.324 -0.308 0.232 -0.144 0.1105
H 2.662 3.899 -1.721 0.959 0.205 -0.208 0.1029
H 1.618 5.558 -0.162 0.241 0.157 0.269 0.0967
H 2.275 0.500 -0.641 0.383 0.042 0.919 0.0522
H 2.223 -4.382 3.042 0.203 -0.599 1.048 0.0981
H 1.705 -2.382 -1.773 -0.071 -0.635 0.437 0.1406
H -2.021 -4.107 -1.845 -0.328 -0.025 0.208 0.1153
H 0.567 -3.703 -3.732 0.049 0.755 0.574 0.1269
H 3.081 3.091 4.298 -0.508 0.158 -0.366 0.0696
H -3.603 -2.208 3.230 0.375 0.170 -0.266 0.1124
H 1.934 -4.763 0.656 0.469 0.454 0.788 0.1171
H -0.822 5.171 0.444 -0.203 0.275 0.214 0.1131
H -0.684 -5.001 -1.070 -0.609 0.656 0.187 0.1341
H 3.113 -0.424 0.656 0.047 -0.864 0.268 0.0517
H -1.290 -5.296 1.333 -0.250 1.272 0.215 0.1292
H -3.501 -0.921 1.080 -0.415 0.773 -0.063 0.1019
H 1.557 -4.210 -1.377 -0.347 1.105 -0.139 0.1266
H 1.000 -2.095 -5.364 0.030 0.643 -0.143 0.1088
H 0.313 -0.633 2.379 -0.595 1.377 0.607 0.0855



No. 3
14
Properties=species:S:1:pos:R:3:forces:R:3:nbo_charge:R:1 method="wB97M-V/def2-TZVPD" relative_energy_kcal_mol=13.60 homo_energy_ev=-8.868 e_tot_ev=-8835.61317 total_charge=0 e_lumo_ev=1.012 homo_lumo_gap_ha=0.3631
O 2.006 0.374 -0.677 -0.291 -0.442 -0.494 -0.5572
N -0.014 1.249 -1.395 0.196 0.266 0.230 -0.6528
C 0.809 0.294 -0.777 0.469 -0.047 -0.025 0.7176
C -0.150 -0.656 -0.064 0.083 0.026 0.050 -0.3583
C 0.575 -1.495 0.971 0.016 -0.029 0.098 -0.5999
C -1.156 0.392 0.382 -0.018 0.155 -0.001 -0.2638
C -1.004 1.469 -0.396 -0.138 0.006 0.101 -0.0121
H 0.477 2.031 -1.806 -0.050 0.119 0.228 0.3961
H -1.842 0.292 1.214 0.083 0.018 -0.162 0.2260
H -1.414 2.466 -0.289 -0.324 -0.263 -0.166 0.2159
H 1.115 -0.850 1.668 -0.065 -0.091 -0.003 0.2192
H -0.106 -2.140 1.534 0.030 0.114 -0.087 0.2113
H -0.609 -1.301 -0.831 0.109 0.103 0.097 0.2339
H 1.313 -2.125 0.466 -0.100 0.065 0.135 0.2240



No. 4
11
Properties=species:S:1:pos:R:3:forces:R:3:nbo_charge:R:1 method="wB97M-V/def2-TZVPD" relative_energy_kcal_mol=6.49 homo_energy_ev=-8.727 e_tot_ev=-25362.29630 total_charge=0 e_lumo_ev=0.622 homo_lumo_gap_ha=0.3435
S 0.892 1.707 -0.204 1.387 0.644 -0.342 -0.0441
P 2.179 0.067 0.308 -3.114 -0.211 1.018 0.2415
O 0.647 -2.353 -0.037 0.018 -1.517 -0.016 -0.5174
C -0.636 0.934 0.136 -1.474 -1.555 -1.831 -0.5380
C 0.496 -1.198 -0.174 2.035 0.771 1.117 0.5015
C -0.734 -0.473 -0.523 3.070 2.760 0.653 -0.5483
H -1.395 1.479 -0.386 -0.462 0.848 -0.089 0.2319
H -0.543 -0.155 -1.498 -0.003 -0.091 -2.292 0.2440
H 1.628 0.171 1.723 0.889 -0.557 -1.332 -0.0220
H -1.598 -1.017 -0.461 -2.145 -1.318 0.534 0.2413
H -0.936 0.839 1.116 -0.201 0.226 2.579 0.2094



Copy entry 3 word for word.
14
Properties=species:S:1:pos:R:3:forces:R:3:nbo_charge:R:1 method="wB97M-V/def2-TZVPD" relative_energy_kcal_mol=13.60 homo_energy_ev=-8.868 e_tot_ev=-8835.61317 total_charge=0 e_lumo_ev=1.012 homo_lumo_gap_ha=0.3631
O 2.006 0.374 -0.677 -0.291 -0.442 -0.494 -0.5572
N -0.014 1.249 -1.395 0.196 0.266 0.230 -0.6528
C 0.809 0.294 -0.777 0.469 -0.047 -0.025 0.7176
C -0.150 -0.656 -0.064 0.083 0.026 0.050 -0.3583
C 0.575 -1.495 0.971 0.016 -0.029 0.098 -0.5999
C -1.156 0.392 0.382 -0.018 0.155 -0.001 -0.2638
C -1.004 1.469 -0.396 -0.138 0.006 0.101 -0.0121
H 0.477 2.031 -1.806 -0.050 0.119 0.228 0.3961
H -1.842 0.292 1.214 0.083 0.018 -0.162 0.2260
H -1.414 2.466 -0.289 -0.324 -0.263 -0.166 0.2159
H 1.115 -0.850 1.668 -0.065 -0.091 -0.003 0.2192
H -0.106 -2.140 1.534 0.030 0.114 -0.087 0.2113
H -0.609 -1.301 -0.831 0.109 0.103 0.097 0.2339
H 1.313 -2.125 0.466 -0.100 0.065 0.135 0.2240